1.
3 unconnected molecules or ions with the total composition C17H37O8P. Source: OMol25; level of theory: ωB97M-V/def2-TZVPD.

Structure (XYZ):
```
63
Properties=species:S:1:pos:R:3:mulliken_charge:R:1
C 5.041 -2.794 -1.109 -0.51
C 4.172 -3.190 0.071 -0.27
P 2.691 -1.969 0.402 -0.03
C 1.750 -1.954 -1.283 -0.76
C 0.219 -1.351 -1.173 -0.20
C -0.628 -2.363 -0.154 0.24
O -1.161 -1.963 1.021 -0.37
O -0.752 -3.772 -0.633 -0.46
H 5.355 -1.655 -1.153 0.24
H 5.347 -3.520 -1.974 0.24
H 4.353 -4.172 0.708 0.32
H 3.325 -0.705 0.674 0.05
H 1.721 -3.096 -1.631 0.35
H 2.421 -1.299 -2.021 0.34
H -0.275 -1.482 -2.242 0.29
H 0.249 -0.240 -0.801 0.17
H -1.698 -3.983 -0.885 0.34
C 3.318 1.330 -6.797 -0.82
O 3.768 1.849 -5.555 -0.22
C 4.550 3.034 -5.707 -0.59
C 4.357 3.962 -4.504 -0.24
O 3.108 4.667 -4.513 -0.48
C 1.934 3.882 -4.260 -0.32
C 1.819 3.400 -2.810 -0.62
O 2.700 2.302 -2.574 -0.25
C 3.203 2.278 -1.251 -0.80
H 4.161 0.966 -7.385 0.33
H 2.636 0.498 -6.591 0.23
H 2.762 2.092 -7.355 0.36
H 4.273 3.575 -6.619 0.36
H 5.600 2.728 -5.772 0.39
H 5.128 4.738 -4.553 0.40
H 4.504 3.438 -3.559 0.06
H 1.850 3.061 -4.973 0.11
H 1.090 4.553 -4.457 0.41
H 0.800 3.048 -2.619 0.40
H 2.045 4.234 -2.134 0.38
H 3.700 3.221 -1.010 0.41
H 3.939 1.475 -1.176 0.16
H 2.391 2.087 -0.542 0.34
C -5.544 -0.914 7.598 -0.80
O -5.539 -1.363 6.252 -0.26
C -6.419 -0.609 5.418 -0.58
C -5.869 -0.530 3.991 -0.26
O -4.780 0.392 3.842 -0.48
C -3.535 0.004 4.439 -0.38
C -2.843 -1.157 3.716 -0.38
O -3.474 -2.396 4.038 -0.29
C -3.439 -3.322 2.968 -0.66
H -6.512 -1.110 8.060 0.33
H -4.767 -1.460 8.142 0.23
H -5.306 0.155 7.649 0.35
H -6.551 0.408 5.803 0.35
H -7.386 -1.123 5.412 0.40
H -6.666 -0.143 3.347 0.41
H -5.605 -1.513 3.601 0.07
H -3.653 -0.189 5.505 0.11
H -2.886 0.884 4.353 0.42
H -1.801 -1.226 4.044 0.39
H -2.869 -0.975 2.634 0.25
H -3.889 -2.891 2.070 0.30
H -4.022 -4.201 3.253 0.28
H -2.408 -3.627 2.765 0.26
```

Molecular weight, g mol⁻¹: 400.45
Energy relative to the best compared isomer or geometry (same formula, charge and spin), kJ/mol: 774.6
Orbital gap, eV: 8.319

2.
A molecular structure, C17H38Ag2Br2O5. Source: OMol25; level of theory: ωB97M-V/def2-TZVPD.

Structure (XYZ):
```
64
Properties=species:S:1:pos:R:3:mulliken_charge:R:1
Ag -2.587 -0.458 -1.847 0.68
Ag 0.091 0.596 -3.781 0.66
O -2.128 3.063 -0.669 -0.42
H -3.017 2.712 -0.494 0.40
H -2.158 3.731 -1.377 0.41
H -1.474 2.267 -1.022 0.28
C 0.064 0.409 0.668 -0.41
C 0.419 1.148 -0.606 1.12
C 1.623 0.555 -1.312 -1.53
O -0.688 1.176 -1.518 -0.60
H 0.873 0.267 1.378 0.38
H -0.300 -0.578 0.362 -0.35
H -0.738 0.962 1.158 -0.02
H 0.621 2.188 -0.314 0.32
H 1.965 1.178 -2.152 0.30
H 1.317 -0.429 -1.678 0.02
H 2.495 0.441 -0.668 0.41
C 3.530 4.472 2.188 -0.79
C 3.946 3.183 1.516 -0.37
C 2.969 2.198 2.144 -0.51
O 1.750 2.898 2.284 -0.26
C 2.077 4.258 2.664 -0.34
H 3.552 5.392 1.594 0.31
H 4.179 4.810 2.998 0.32
H 4.985 2.915 1.668 0.37
H 3.598 3.215 0.478 0.17
H 3.301 1.877 3.147 0.33
H 2.887 1.237 1.630 0.21
H 1.999 4.338 3.754 0.23
H 1.297 4.901 2.261 0.37
C 1.196 -4.031 -3.615 -0.69
C 0.111 -3.953 -4.685 -0.49
C 0.334 -2.556 -5.224 -0.67
O 0.535 -1.800 -4.012 -0.09
C 1.230 -2.609 -3.032 -0.43
H 2.145 -4.237 -4.107 0.33
H 0.963 -4.807 -2.890 0.33
H -0.896 -4.027 -4.267 0.18
H 0.219 -4.747 -5.422 0.40
H -0.484 -2.189 -5.843 0.35
H 1.227 -2.505 -5.854 0.33
H 0.700 -2.535 -2.082 0.13
H 2.265 -2.289 -2.920 0.38
C -3.035 -3.537 1.305 -0.58
C -2.757 -4.610 0.229 -0.73
C -2.400 -3.808 -1.026 -0.26
O -2.257 -2.435 -0.569 0.06
C -2.081 -2.429 0.859 -0.37
H -2.774 -3.867 2.306 0.34
H -4.071 -3.236 1.169 0.30
H -3.637 -5.236 0.089 0.35
H -1.972 -5.297 0.542 0.31
H -3.216 -3.787 -1.747 0.37
H -1.457 -4.127 -1.470 -0.04
H -2.362 -1.444 1.232 0.09
H -1.045 -2.612 1.156 0.35
Br -2.304 1.037 3.395 -0.15
C -2.109 2.489 4.741 -0.54
C -1.140 3.485 4.177 -0.36
Br -0.921 4.930 5.453 -0.11
H -1.698 2.003 5.617 0.40
H -3.130 2.833 4.825 0.41
H -1.477 3.930 3.243 0.29
H -0.151 3.085 3.971 0.12
```

Charge: +2
Molecular weight, g mol⁻¹: 698.03
Energy relative to the best compared isomer or geometry (same formula, charge and spin), kJ/mol: 0.0
Orbital gap, eV: 5.996

| no. | HOMO energy (eV) |
| --- | --- |
| 1 | -8.39 |
| 2 | -13.77 |